[1]
Density functional theory data (ωB97M-V/def2-TZVPD) for a molecular structure, C17H42BF4N6O5Rb.

Properties
HOMO-LUMO gap, eV: 5.81
Total energy, Eh: -1826.06220
Charge: 0

Element x y z (Å)
Rb -4.925 -7.166 4.248
B -1.273 -3.047 4.886
F -2.367 -2.592 4.210
F -1.666 -3.639 6.083
F -0.656 -3.979 4.051
F -0.416 -2.047 5.035
C 8.139 -3.339 2.044
O 9.169 -3.948 1.266
C 9.447 -3.217 0.082
C 10.488 -4.043 -0.640
N 9.765 -5.081 -1.316
C 10.555 -6.056 -1.915
C 11.419 -5.584 -3.097
O 12.697 -5.072 -2.637
C 13.637 -4.701 -3.701
H 7.651 -4.189 2.522
H 7.352 -2.767 1.553
H 8.635 -2.849 2.881
H 9.837 -2.288 0.498
H 8.527 -3.139 -0.498
H 11.218 -4.363 0.104
H 11.161 -3.392 -1.197
H 9.047 -5.530 -0.766
H 9.913 -6.747 -2.462
H 11.039 -6.632 -1.126
H 10.989 -4.792 -3.711
H 11.578 -6.459 -3.727
H 14.529 -4.136 -3.427
H 13.111 -4.014 -4.364
H 13.994 -5.292 -4.544
C -8.661 2.594 -1.784
C -7.370 3.151 -1.135
C -6.746 4.274 -1.979
C -7.431 5.613 -1.862
C -7.838 6.093 -0.450
C -8.613 4.951 0.349
N -7.838 3.599 0.274
O -8.283 2.571 1.165
C -8.540 5.433 1.796
C -10.127 4.881 -0.048
C -6.243 2.104 -1.002
H -9.475 3.291 -1.986
H -9.246 1.938 -1.140
H -8.537 2.034 -2.711
H -5.662 4.296 -1.873
H -6.780 4.123 -3.058
H -8.362 5.572 -2.427
H -6.851 6.371 -2.388
H -8.458 6.943 -0.737
H -6.936 6.475 0.028
H -9.036 4.660 2.382
H -7.510 5.495 2.147
H -9.234 6.253 1.982
H -10.518 3.888 0.174
H -10.702 5.699 0.388
H -10.229 4.945 -1.131
H -5.876 1.913 -2.011
H -6.441 1.103 -0.618
H -5.373 2.551 -0.522
H -7.583 2.596 1.821
C -1.111 5.517 3.669
O -0.928 6.657 3.394
N -0.327 4.691 4.260
N -2.069 4.860 3.162
H 0.548 4.980 4.673
H -0.461 3.749 3.922
H -2.122 3.929 3.550
H -2.701 5.275 2.492
C 1.016 -4.396 -2.214
O 1.275 -4.418 -3.409
N -0.103 -4.670 -1.633
N 1.822 -4.156 -1.240
H -0.086 -4.814 -0.634
H -0.962 -4.607 -2.161
H 2.712 -3.749 -1.489
H 1.406 -4.155 -0.320


[2]
Density functional theory data (ωB97M-V/def2-TZVPD) for 3 unconnected molecules or ions with the total composition C17H42FO6P.

Properties
HOMO-LUMO gap, eV: 8.36
SMILES string: COCCC[PH2](CCF)CCCO.COCCOC.COCCOC
Total energy, Eh: -1565.35324
Charge: 0

Element x y z (Å)
C 2.823 1.475 0.524
O 2.771 2.566 -0.380
C 1.452 2.792 -0.838
C 1.442 3.712 -2.031
C 0.022 3.885 -2.586
P -1.232 4.648 -1.350
C -2.394 5.678 -0.212
C -3.719 6.039 -0.851
F -3.658 7.344 -1.364
C -1.949 3.011 -0.824
C -3.217 2.652 -1.601
C -3.436 1.135 -1.723
O -2.601 0.422 -0.813
H 2.824 0.527 -0.004
H 1.934 1.511 1.151
H 3.680 1.563 1.175
H 0.856 3.222 -0.031
H 1.020 1.844 -1.156
H 2.036 3.234 -2.802
H 1.892 4.677 -1.823
H 0.099 4.593 -3.405
H -0.292 2.928 -2.989
H -0.119 5.244 -0.666
H -1.882 5.276 -2.459
H -1.889 6.615 -0.011
H -2.550 5.214 0.756
H -3.983 5.380 -1.673
H -4.509 6.043 -0.105
H -1.202 2.246 -0.965
H -2.144 3.073 0.235
H -4.067 3.077 -1.088
H -3.156 3.067 -2.596
H -4.471 0.915 -1.485
H -3.225 0.828 -2.741
H -2.446 -0.462 -1.185
C -3.206 -6.604 0.539
O -2.553 -5.447 1.032
C -1.565 -4.937 0.152
C -2.074 -3.760 -0.651
O -3.119 -4.127 -1.537
C -4.411 -3.815 -1.045
H -4.097 -6.762 1.144
H -3.504 -6.490 -0.505
H -2.557 -7.481 0.636
H -1.203 -5.723 -0.518
H -0.723 -4.604 0.767
H -1.252 -3.374 -1.263
H -2.402 -2.958 0.019
H -4.610 -2.741 -1.139
H -4.530 -4.112 -0.001
H -5.135 -4.359 -1.650
C 4.349 -3.930 3.587
O 5.689 -3.641 3.230
C 5.861 -3.377 1.846
C 5.936 -1.894 1.556
O 4.716 -1.231 1.850
C 4.737 -0.562 3.100
H 4.274 -3.863 4.671
H 3.647 -3.222 3.140
H 4.081 -4.947 3.280
H 5.056 -3.837 1.265
H 6.804 -3.842 1.542
H 6.130 -1.756 0.487
H 6.763 -1.439 2.108
H 5.311 0.368 3.021
H 5.168 -1.186 3.885
H 3.710 -0.319 3.370


[3]
Density functional theory data (ωB97M-V/def2-TZVPD) for 3 unconnected molecules or ions with the total composition C17H42N2O3S.

Properties
HOMO-LUMO gap, eV: 8.85
Total energy, Eh: -1406.27996
Charge: 0

Element x y z (Å)
C -4.510 -0.458 -3.130
C -5.304 -0.827 -1.883
C -4.633 -0.273 -0.628
O -5.638 0.095 0.329
S -5.209 0.241 1.887
O -4.463 -0.951 2.233
O -4.123 1.447 1.804
C -2.729 1.107 1.725
C -2.094 0.880 3.100
H -3.442 -0.592 -2.956
H -4.671 0.581 -3.413
H -4.787 -1.085 -3.975
H -6.336 -0.490 -1.928
H -5.325 -1.914 -1.798
H -3.971 -1.031 -0.214
H -4.048 0.615 -0.874
H -2.549 0.243 1.094
H -2.255 1.960 1.244
H -2.851 0.887 3.877
H -1.317 1.611 3.305
H -1.626 -0.104 3.129
C 2.904 -2.578 -0.493
C 2.277 -3.181 0.756
N 1.526 -2.214 1.534
C 1.182 -2.674 2.867
C 0.232 -3.871 2.997
C 0.480 -1.512 0.813
C -0.626 -2.341 0.144
H 3.499 -1.699 -0.239
H 3.559 -3.309 -0.967
H 2.156 -2.284 -1.230
H 3.076 -3.562 1.397
H 1.674 -4.056 0.463
H 0.764 -1.827 3.419
H 2.120 -2.923 3.373
H -0.797 -3.607 2.754
H 0.236 -4.231 4.028
H 0.534 -4.702 2.360
H 0.956 -0.899 0.042
H 0.020 -0.795 1.499
H -0.222 -3.183 -0.419
H -1.175 -1.712 -0.561
H -1.349 -2.726 0.863
C 0.567 2.266 -0.032
C 2.081 2.193 -0.140
N 2.536 1.878 -1.481
C 3.935 1.495 -1.543
C 4.990 2.542 -1.168
C 2.068 2.769 -2.529
C 2.381 4.265 -2.395
H 0.103 1.354 -0.415
H 0.285 2.371 1.018
H 0.151 3.118 -0.571
H 2.435 1.395 0.519
H 2.511 3.129 0.251
H 4.141 1.126 -2.551
H 4.060 0.631 -0.882
H 5.100 3.307 -1.936
H 5.961 2.058 -1.053
H 4.757 3.035 -0.223
H 0.984 2.654 -2.608
H 2.463 2.399 -3.478
H 2.162 4.638 -1.393
H 1.765 4.831 -3.096
H 3.421 4.493 -2.622